# 1
Density functional theory data (ωB97M-V/def2-TZVPD) for C30H29ClF2MnN3O2 as an isolated structure at a distorted geometry.

Values from the calculation:
* LUMO energy (spin up / spin down): -0.697 / -0.622 eV
* relative energy (zero: lowest compared OMol25 entry of this formula, charge and spin): 19.8 kJ/mol
* ⟨S²⟩: 6.23
* HOMO energy (spin up / spin down): -0.2639 / -0.2750 Ha
* 2S+1: 5
* frontier orbital gap (spin up / spin down): 6.5 / 6.9 eV

CARTESIAN COORDINATES (ANGSTROEM)
Mn1 0.844 -0.712 0.822
O1 -1.812 -0.798 -2.319
C1 -0.956 -1.076 -1.471
N1 -0.936 -0.745 -0.173
C2 -2.088 0.004 0.289
C3 -1.778 0.789 1.549
C4 -2.724 1.645 2.104
C5 -2.430 2.303 3.286
C6 -1.196 2.094 3.890
C7 -0.305 1.243 3.271
N2 -0.589 0.608 2.125
C8 0.233 -1.931 -1.894
C9 0.251 -2.532 -3.139
C10 1.309 -3.373 -3.452
C11 2.307 -3.583 -2.512
C12 2.219 -2.924 -1.300
N3 1.209 -2.111 -1.003
H1 -2.918 -0.672 0.510
H2 -2.465 0.669 -0.488
H3 -3.680 1.781 1.606
H4 -3.158 2.966 3.739
H5 -0.930 2.573 4.825
H6 0.673 1.040 3.696
H7 -0.566 -2.328 -3.817
H8 1.351 -3.868 -4.416
H9 3.143 -4.245 -2.709
H10 2.983 -3.035 -0.535
C13 -1.284 1.720 -6.009
C14 -0.676 1.876 -4.646
C15 0.492 1.200 -4.304
C16 1.014 1.244 -3.025
C17 2.306 0.516 -2.748
C18 0.327 2.009 -2.053
C19 0.655 1.935 -0.646
O2 1.342 1.073 -0.141
C20 -0.803 2.780 -2.404
C21 -1.531 3.667 -1.414
C22 -1.287 2.688 -3.695
H11 -0.607 1.211 -6.696
H12 -1.555 2.688 -6.436
H13 -2.199 1.127 -5.933
H14 1.005 0.610 -5.061
H15 2.756 0.192 -3.687
H16 2.154 -0.358 -2.120
H17 3.018 1.159 -2.225
H18 0.202 2.677 0.019
H19 -2.060 3.081 -0.664
H20 -2.267 4.275 -1.934
H21 -0.857 4.344 -0.889
H22 -2.172 3.256 -3.968
Cl1 -0.500 -0.768 7.753
C23 -0.194 -1.307 6.118
C24 -1.248 -1.455 5.236
C25 -0.987 -1.852 3.931
C26 0.308 -2.105 3.471
C27 0.533 -2.451 2.045
C28 1.340 -1.992 4.402
C29 1.101 -1.590 5.711
H23 -2.264 -1.261 5.568
H24 -1.818 -1.962 3.237
H25 -0.368 -2.852 1.592
H26 1.383 -3.097 1.861
H27 2.358 -2.205 4.091
H28 1.919 -1.493 6.415
F1 3.497 -1.789 1.846
C30 2.790 -0.643 1.476
F2 2.732 0.186 2.641
H29 3.455 -0.112 0.801


# 2
Density functional theory data (ωB97M-V/def2-TZVPD) for C30H29ClN2O3PRe as an isolated structure at a distorted geometry.

Values from the calculation:
* LUMO energy (spin up / spin down): -5.078 / -4.706 eV
* total charge: +1
* ⟨S²⟩: 0.76
* HOMO energy (spin up / spin down): -0.4153 / -0.4166 Ha
* 2S+1: 2
* frontier orbital gap (spin up / spin down): 6.2 / 6.6 eV

CARTESIAN COORDINATES (ANGSTROEM)
Re1 0.069 -0.088 0.088
C1 -1.414 -1.927 -3.044
C2 -0.135 -1.174 -2.806
O1 0.956 -1.588 -3.109
C3 -0.345 0.146 -2.105
C4 0.792 1.100 -2.155
C5 1.728 1.318 -3.267
N1 0.991 1.470 -0.914
N2 2.115 2.040 -0.479
C6 2.720 1.261 0.398
O2 2.248 0.106 0.680
C7 3.944 1.752 1.032
C8 4.444 3.011 0.701
C9 5.573 3.486 1.336
C10 6.207 2.716 2.301
C11 5.717 1.460 2.625
C12 4.590 0.974 1.991
H1 -2.048 -1.889 -2.162
H2 -1.200 -2.958 -3.310
H3 -1.949 -1.454 -3.866
H4 -1.332 0.558 -2.324
H5 1.200 1.628 -4.166
H6 2.203 0.358 -3.492
H7 2.493 2.042 -2.993
H8 3.934 3.592 -0.051
H9 5.963 4.464 1.096
H10 7.083 3.096 2.802
H11 6.205 0.864 3.380
H12 4.208 -0.009 2.221
C13 -4.161 4.440 -1.004
C14 -4.834 3.563 -0.166
C15 -4.202 2.423 0.290
C16 -2.890 2.152 -0.098
C17 -2.218 3.034 -0.932
C18 -2.857 4.177 -1.389
P1 -2.127 0.694 0.688
C19 -3.390 -0.591 0.448
C20 -3.652 -1.604 1.366
C21 -4.604 -2.564 1.065
C22 -5.270 -2.542 -0.152
C23 -4.980 -1.560 -1.086
C24 -4.039 -0.593 -0.788
C25 -2.042 1.368 2.381
C26 -1.169 2.455 2.489
C27 -1.061 3.143 3.679
C28 -1.800 2.730 4.780
C29 -2.650 1.642 4.683
C30 -2.782 0.961 3.482
H13 -4.656 5.335 -1.342
H14 -5.848 3.763 0.142
H15 -4.712 1.731 0.946
H16 -1.195 2.838 -1.217
H17 -2.335 4.860 -2.042
H18 -3.092 -1.663 2.289
H19 -4.827 -3.342 1.777
H20 -5.998 -3.306 -0.380
H21 -5.479 -1.549 -2.044
H22 -3.794 0.169 -1.516
H23 -0.592 2.764 1.624
H24 -0.400 3.995 3.748
H25 -1.720 3.264 5.714
H26 -3.228 1.324 5.539
H27 -3.467 0.131 3.420
Cl1 -0.409 -2.225 0.571
O3 0.456 -0.148 2.625
H28 1.421 -0.080 2.652
H29 0.229 -1.043 2.910


# 3
Density functional theory data (ωB97M-V/def2-TZVPD) for C30H29F6NO6PdS4Si as an isolated structure at a distorted geometry.

Values from the calculation:
* LUMO energy: 3.508 eV
* total charge: -2
* HOMO energy: 0.0438 Ha
* 2S+1: 1
* frontier orbital gap: 2.3 eV

CARTESIAN COORDINATES (ANGSTROEM)
Pd1 -1.641 1.135 0.465
O1 1.398 0.236 1.312
S1 0.537 1.345 0.854
C1 1.251 2.188 -0.554
C2 1.621 1.283 -1.769
C3 3.194 0.975 -1.818
C4 3.750 -0.107 -0.895
S2 3.797 -1.908 -1.516
O2 2.374 -2.061 -1.894
C5 4.804 -1.838 -3.048
C6 4.280 -2.315 -4.237
C7 5.097 -2.349 -5.415
C8 6.372 -1.871 -5.435
C9 6.806 -1.217 -4.295
C10 6.103 -1.236 -3.112
C11 0.611 2.569 2.139
C12 0.323 3.910 1.935
C13 0.335 4.818 3.003
C14 0.343 4.313 4.311
C15 0.580 2.959 4.529
C16 0.792 2.127 3.447
H1 2.198 2.564 -0.053
H2 0.640 3.093 -0.769
H3 1.420 1.764 -2.697
H4 0.991 0.368 -1.688
H5 3.773 1.866 -1.624
H6 3.282 0.773 -2.904
H7 3.154 -0.180 0.024
H8 4.757 0.149 -0.697
H9 3.242 -2.678 -4.374
H10 4.736 -2.787 -6.328
H11 7.106 -2.058 -6.265
H12 7.769 -0.697 -4.274
H13 6.629 -0.818 -2.242
H14 -0.082 4.242 0.965
H15 0.114 5.889 2.842
H16 0.215 4.947 5.192
H17 0.741 2.574 5.545
H18 1.168 1.072 3.663
F1 -5.685 -0.136 -1.518
C17 -5.214 0.654 -2.578
F2 -4.832 -0.144 -3.568
F3 -6.285 1.296 -3.015
S3 -3.795 1.952 -1.994
O3 -2.584 1.672 -2.685
O4 -4.334 3.249 -2.330
N1 -3.559 1.707 -0.326
S4 -4.726 1.848 0.817
O5 -4.614 0.649 1.647
O6 -6.053 2.091 0.257
C18 -4.190 3.271 2.036
F4 -5.229 3.388 2.826
F5 -3.059 3.031 2.766
F6 -3.997 4.474 1.479
C19 1.204 -3.403 3.964
C20 1.001 -2.122 4.407
C21 0.081 -1.310 3.748
C22 -0.586 -1.857 2.641
C23 -0.374 -3.181 2.190
C24 0.587 -3.943 2.846
Si1 -1.921 -0.882 1.752
C25 -2.693 -1.789 0.391
C26 -1.944 -2.222 -0.669
C27 -2.447 -3.147 -1.578
C28 -3.789 -3.484 -1.505
C29 -4.627 -2.938 -0.528
C30 -4.055 -2.114 0.460
H19 1.888 -4.000 4.540
H20 1.469 -1.693 5.310
H21 -0.230 -0.283 4.108
H22 -0.759 -3.487 1.235
H23 0.842 -4.892 2.408
H24 -2.922 -0.818 2.858
H25 -0.902 -1.875 -0.817
H26 -1.796 -3.577 -2.396
H27 -4.126 -4.232 -2.251
H28 -5.692 -3.208 -0.516
H29 -4.633 -1.587 1.265